# 1
The following is a quantum chemistry calculation of a 3-piece molecular cluster, C27H23F8N4O7PS overall at a distorted geometry, from the OMol25 dataset.

Each line ends with the Löwdin charge.
Geometry (Å):
S 5.229 -1.101 6.883  0.214
P 4.927 -1.889 5.099  0.355
F -3.016 1.191 2.338  0.036
F -7.491 -1.199 5.749  0.017
F -5.940 1.452 2.073  0.065
F -3.275 0.609 4.536  0.059
F -5.023 -0.674 2.398  0.061
F -7.563 1.132 3.899  0.057
F -5.943 0.916 5.510  0.076
F -7.513 -1.647 3.438  0.046
O 1.864 1.060 -0.363  -0.005
O -3.240 3.094 4.917  -0.162
O 0.281 -3.526 -6.602  0.040
O -1.168 -4.116 -8.098  0.090
O 6.463 -2.014 4.373  -0.268
O 2.158 2.495 -1.960  0.089
O 4.134 -3.385 5.282  -0.255
N 1.912 1.370 -1.550  -0.308
N 0.868 1.970 5.197  0.110
N -0.103 -3.620 -7.762  -0.325
N 1.160 2.524 2.071  0.091
C 1.744 0.624 -3.899  -0.001
C 1.143 -1.969 -3.057  -0.053
C -6.730 -1.174 4.523  -0.147
C -0.932 3.821 5.369  -0.099
C 1.177 -2.635 -11.139  -0.063
C -4.159 2.824 3.838  -0.080
C 1.906 1.549 2.824  -0.153
C 0.113 2.950 4.492  -0.162
C 3.868 -0.398 2.652  -0.058
C 2.821 -2.031 -9.476  -0.064
C 1.797 1.275 4.344  -0.158
C -6.380 0.387 4.265  -0.218
C 2.406 -2.073 -10.804  -0.069
C 2.729 0.199 5.007  0.003
C 1.530 -0.382 -4.836  -0.061
C 1.358 -0.970 -2.113  0.003
C 1.233 -1.676 -4.416  -0.063
C 2.004 -2.544 -8.475  -0.001
C 0.771 -3.099 -8.815  -0.139
C -3.945 1.251 3.448  -0.241
C 1.663 0.321 -2.540  -0.141
C 0.354 -3.153 -10.144  0.002
C 3.790 -0.638 4.204  -0.272
C 2.945 0.667 2.009  0.010
C 0.290 3.214 2.965  -0.028
C -5.342 0.575 3.051  -0.188
C -2.301 4.154 4.603  -0.201
H 4.581 -0.976 1.961  0.096
H -1.219 3.129 6.254  0.130
H 1.287 -1.213 -1.058  0.121
H -0.441 4.741 5.856  0.124
H 0.859 -2.666 -12.176  0.110
H 0.908 -2.978 -2.735  0.112
H 1.975 1.627 -4.240  0.118
H -2.190 4.393 3.492  0.110
H 1.072 -2.460 -5.151  0.066
H 2.338 -2.502 -7.443  0.113
H 3.897 -3.420 6.240  0.056
H 1.598 -0.158 -5.896  0.104
H 3.044 0.813 0.860  0.075
H 3.781 -1.594 -9.222  0.110
H -0.601 -3.588 -10.418  0.121
H -5.224 2.992 4.267  0.150
H -4.071 3.518 2.937  0.148
H -0.352 4.058 2.506  0.110
H -2.722 5.118 5.096  0.136
H 2.679 -0.016 6.130  0.074
H 3.043 -1.664 -11.583  0.109
H 6.926 -1.147 4.341  0.079
H -5.740 -1.718 4.675  0.185

- electronic energy (eV) = -90516.39755
- largest force on an atom (eV/A) = 6.2
- frontier orbital gap (hartree) = 0.267
- SMILES string = OP(O)(=S)c1ccc2ncc(CCOCC(F)(F)C(F)(F)C(F)(F)C(F)F)nc2c1.O=[N+]([O-])c1ccccc1.O=[N+]([O-])c1ccccc1

# 2
The following is a quantum chemistry calculation of a 2-piece molecular cluster, C27H23N3 overall at a distorted geometry, from the OMol25 dataset.

Each line ends with the Löwdin charge.
Geometry (Å):
N 6.852 0.394 -3.861  0.094
N -1.494 1.552 -3.804  0.075
N 1.248 1.237 2.900  -0.009
C -2.242 -1.579 1.293  -0.207
C -0.647 -1.823 -3.853  -0.098
C 2.224 -0.874 2.074  0.023
C -4.528 -1.589 2.159  -0.067
C -5.014 -1.955 0.896  -0.048
C -0.233 3.169 3.501  0.005
C 0.049 -0.514 -3.796  -0.329
C -0.771 0.624 -3.795  -0.311
C 2.031 0.956 -3.847  -0.049
C -0.302 -0.192 2.071  -0.071
C 4.270 0.028 -3.858  -0.298
C -1.565 3.611 3.458  -0.054
C 3.731 -1.268 -3.859  -0.071
C 3.408 1.133 -3.859  -0.065
C -2.570 2.787 2.928  -0.048
C 0.016 1.883 3.051  -0.147
C 1.088 0.019 2.338  -0.144
C -3.161 -1.410 2.364  -0.048
C 2.361 -1.464 -3.851  -0.054
C -0.839 -1.292 1.422  0.115
C 2.534 1.818 3.238  0.025
C -4.111 -2.200 -0.151  -0.049
C -0.978 1.028 2.517  -0.087
C 1.456 -0.352 -3.829  -0.220
C -2.744 -2.055 0.055  0.004
C 5.692 0.227 -3.860  -0.229
C -2.275 1.517 2.412  0.002
H -3.041 0.916 1.929  0.108
H 1.965 -2.481 -3.861  0.082
H -2.027 -2.254 -0.748  0.112
H 0.590 3.783 3.863  0.108
H 0.035 -2.673 -3.855  0.051
H -5.223 -1.426 2.986  0.113
H 2.784 -1.122 2.991  0.111
H -1.812 4.604 3.828  0.111
H 3.828 2.143 -3.869  0.110
H 3.043 1.215 4.002  0.111
H -3.598 3.149 2.909  0.113
H -4.480 -2.497 -1.134  0.118
H -0.136 -1.963 0.927  0.135
H 1.380 1.836 -3.856  0.096
H 3.177 1.868 2.347  0.117
H 2.938 -0.445 1.351  0.120
H -6.087 -2.057 0.730  0.113
H -1.275 -1.871 -4.758  0.080
H -1.338 -1.919 -3.000  0.046
H 2.368 2.827 3.619  0.087
H 1.806 -1.795 1.657  0.085
H -2.786 -1.127 3.351  0.128
H 4.405 -2.125 -3.865  0.108

- electronic energy (eV) = -32839.21608
- largest force on an atom (eV/A) = 1.9
- frontier orbital gap (hartree) = 0.070